P | Molecular formula: C39H111N15O12
Method: DFT, wB97M-V/def2-TZVPD

Summary:
* orbital gap: 8.8 eV
* M: 982.410 g mol⁻¹
* SMILES: COC[C@H](C)N.COC[C@H](C)N.COC[C@H](C)N.COC[C@H](C)N.COC[C@H](C)N.COC[C@H](C)N.COC[C@H](C)N.COC[C@H](C)N.COC[C@H](C)N.NC(N)=O.NC(N)=O.NC(N)=O

Bonds (Å) are listed after each position.
Atoms and positions in Å:
1 O -4.18563 2.59034 -3.52527  C33 1.427, C61 1.403
2 O 6.17998 3.28328 3.91720  C47 1.394, C50 1.457
3 O 5.78602 4.51646 -2.01330  C59 1.476, C65 1.447
4 O -2.26625 1.43573 4.96377  C32 1.441, C34 1.399
5 O -3.22525 0.18958 2.33746  C54 1.239
6 O 4.64412 0.13856 -5.63505  C44 1.515, C52 1.365
7 O -2.41987 -4.91007 1.06674  C37 1.346, C42 1.400
8 O 1.96437 5.66564 0.82770  C36 1.163
9 O 0.72409 1.89198 1.49576  C58 1.453, C63 1.419
10 O -0.96404 -7.52191 -2.85116  C28 1.390, C62 1.477
11 O -5.11150 -2.79315 -2.18143  C30 1.432, C66 1.417
12 O 1.07277 -3.35606 3.73510  C49 1.213
13 N -7.27253 -4.76163 -2.25346  C35 1.437, H141 1.010, H159 1.010
14 N 1.46463 -3.07362 1.58111  C49 1.297, H96 1.010, H155 1.010
15 N 8.15182 5.20602 3.29047  C56 1.477, H95 1.010, H165 1.010
16 N -1.95331 -2.42015 3.71990  C51 1.460, H80 1.010, H90 1.010
17 N -4.83842 1.38934 1.40131  C54 1.269, H116 1.010, H151 1.010
18 N 3.07375 6.28027 2.61143  C36 1.265, H106 1.010, H158 1.010
19 N 1.62482 -6.02584 -2.37644  C48 1.416, H108 1.010, H153 1.010
20 N -4.35098 1.82504 3.40320  C54 1.300, H112 1.010, H163 1.010
21 N -5.61080 -0.04108 -1.28322  C40 1.447, H105 1.010, H123 1.010
22 N 2.57437 -4.56992 2.62172  C49 1.291, H73 1.010, H150 1.010
23 N 1.87477 -0.22037 -5.34066  C60 1.460, H131 1.010, H164 1.010
24 N -4.29669 -0.64929 5.13231  C53 1.442, H120 1.010, H144 1.010
25 N 1.34331 5.11677 2.84603  C36 1.321, H111 1.010, H146 1.010
26 N -0.22015 -0.61037 1.42637  C55 1.485, H113 1.010, H162 1.010
27 N 7.48156 7.61496 -3.23629  C45 1.421, H92 1.010, H172 1.010
28 C -2.27379 -7.97436 -2.73965  O10 1.390, H94 1.090, H117 1.090, H118 1.090
29 C -3.95614 -0.89837 7.44230  C53 1.526, H102 1.090, H129 1.090, H173 1.090
30 C -3.85389 -3.45819 -2.01803  O11 1.432, H100 1.090, H114 1.090, H143 1.090
31 C -7.14360 1.52265 -2.22208  C40 1.567, H69 1.090, H91 1.090, H175 1.090
32 C -2.31104 0.52814 6.08185  O4 1.441, C53 1.547, H70 1.090, H160 1.090
33 C -4.55066 1.98304 -2.28683  O1 1.427, C40 1.555, H75 1.090, H110 1.090
34 C -1.02777 1.55444 4.32301  O4 1.399, H98 1.090, H109 1.090, H156 1.090
35 C -6.46588 -4.48666 -3.41106  N13 1.437, C64 1.547, C66 1.515, H104 1.090
36 C 2.12596 5.73152 1.97744  O8 1.163, N18 1.265, N25 1.321
37 C -1.84391 -6.08611 1.37646  O7 1.346, H71 1.090, H122 1.090, H152 1.090
38 C -3.77952 -3.97083 3.69951  C51 1.520, H67 1.090, H97 1.090, H134 1.090
39 C 1.94004 0.39299 -2.98001  C60 1.518, H89 1.090, H138 1.090, H168 1.090
40 C -5.69674 0.93411 -2.34872  N21 1.447, C31 1.567, C33 1.555, H140 1.090
41 C -1.56730 -0.46870 -0.71706  C55 1.604, H119 1.090, H169 1.090, H177 1.090
42 C -2.08103 -3.75317 1.77772  O7 1.400, C51 1.478, H93 1.090, H147 1.090
43 C 8.32858 4.57008 0.99441  C56 1.471, H88 1.090, H125 1.090, H128 1.090
44 C 4.04116 -0.00741 -4.25274  O6 1.515, C60 1.518, H68 1.090, H139 1.090
45 C 7.29294 6.20636 -3.21666  N27 1.421, C57 1.524, C59 1.527, H136 1.090
46 C 0.50398 -4.15997 -1.67200  C48 1.468, H84 1.090, H142 1.090, H166 1.090
47 C 5.02217 4.00208 4.20856  O2 1.394, H79 1.090, H126 1.090, H171 1.090
48 C 0.37645 -5.61143 -1.85342  N19 1.416, C46 1.468, C62 1.582, H83 1.090
49 C 1.64805 -3.67516 2.71560  O12 1.213, N14 1.297, N22 1.291
50 C 6.63265 3.32733 2.53321  O2 1.457, C56 1.592, H137 1.090, H161 1.090
51 C -2.35256 -3.73632 3.23032  N16 1.460, C38 1.520, C42 1.478, H78 1.090
52 C 4.70801 -1.00799 -6.37232  O6 1.365, H77 1.090, H87 1.090, H157 1.090
53 C -3.77436 0.06357 6.27139  N24 1.442, C29 1.526, C32 1.547, H115 1.090
54 C -4.05638 1.10768 2.35981  O5 1.239, N17 1.269, N20 1.300
55 C -0.33715 0.11039 0.13317  N26 1.485, C41 1.604, C58 1.569, H132 1.090
56 C 7.40792 4.65981 2.13778  N15 1.477, C43 1.471, C50 1.592, H174 1.090
57 C 8.53714 5.55244 -2.62757  C45 1.524, H81 1.090, H130 1.090, H170 1.090
58 C -0.37751 1.61082 0.59047  O9 1.453, C55 1.569, H74 1.090, H167 1.090
59 C 6.17210 5.92651 -2.21750  O3 1.476, C45 1.527, H133 1.090, H176 1.090
60 C 2.62152 0.52355 -4.33035  N23 1.460, C39 1.518, C44 1.518, H85 1.090
61 C -3.03457 3.37555 -3.36406  O1 1.403, H103 1.090, H135 1.090, H145 1.090
62 C -0.81541 -6.05328 -2.79558  O10 1.477, C48 1.582, H72 1.090, H127 1.090
63 C 1.97641 2.18951 0.89953  O9 1.419, H107 1.090, H121 1.090, H149 1.090
64 C -7.41842 -4.76097 -4.59873  C35 1.547, H76 1.090, H86 1.090, H101 1.090
65 C 4.73747 4.58764 -1.01907  O3 1.447, H82 1.090, H99 1.090, H148 1.090
66 C -5.90340 -3.08326 -3.31952  O11 1.417, C35 1.515, H124 1.090, H154 1.090
67 H -4.21405 -4.78005 3.11262  C38 1.090
68 H 4.00586 -1.05746 -3.96250  C44 1.090
69 H -7.91082 0.74911 -2.25533  C31 1.090
70 H -1.73776 -0.38873 5.94476  C32 1.090
71 H -0.77644 -5.94561 1.54640  C37 1.090
72 H -0.50096 -5.82520 -3.81402  C62 1.090
73 H 2.89847 -4.95413 3.49776  N22 1.010
74 H -0.43865 2.28109 -0.26690  C58 1.090
75 H -4.74948 2.77767 -1.56769  C33 1.090
76 H -8.15741 -3.97118 -4.73377  C64 1.090
77 H 5.29763 -0.76327 -7.25581  C52 1.090
78 H -1.67029 -4.41776 3.73853  C51 1.090
79 H 4.39291 3.42353 4.88487  C47 1.090
80 H -2.47836 -1.64925 3.33243  N16 1.010
81 H 9.36903 5.56206 -3.33180  C57 1.090
82 H 4.23655 3.62780 -1.14518  C65 1.090
83 H 0.22577 -6.14662 -0.91588  C48 1.090
84 H -0.35524 -3.61943 -1.27493  C46 1.090
85 H 2.71407 1.54881 -4.68863  C60 1.090
86 H -7.91055 -5.71513 -4.41038  C64 1.090
87 H 3.77669 -1.45504 -6.72002  C52 1.090
88 H 8.79970 3.58939 1.06071  C43 1.090
89 H 0.85548 0.50090 -2.99354  C39 1.090
90 H -1.04398 -2.33969 3.28776  N16 1.010
91 H -7.37041 2.22714 -3.02229  C31 1.090
92 H 8.41623 7.68364 -3.61284  N27 1.010
93 H -2.68276 -2.98118 1.29810  C42 1.090
94 H -2.45849 -9.00610 -3.03881  C28 1.090
95 H 7.54938 4.98425 4.07021  N15 1.010
96 H 0.68312 -2.44726 1.45076  N14 1.010
97 H -4.43799 -3.12345 3.50854  C38 1.090
98 H -0.29322 2.10498 4.91077  C34 1.090
99 H 3.90619 5.24288 -1.27930  C65 1.090
100 H -3.35154 -3.48540 -2.98498  C30 1.090
101 H -6.80559 -4.73314 -5.49971  C64 1.090
102 H -3.48072 -0.45148 8.31544  C29 1.090
103 H -3.12500 4.35728 -2.89916  C61 1.090
104 H -5.71930 -5.28056 -3.43238  C35 1.090
105 H -5.16154 -0.88188 -1.61688  N21 1.010
106 H 3.93710 6.54837 2.16103  N18 1.010
107 H 1.87695 3.01469 0.19435  C63 1.090
108 H 1.65326 -7.02810 -2.49798  N19 1.010
109 H -0.63591 0.55411 4.13898  C34 1.090
110 H -3.68472 1.43218 -1.91967  C33 1.090
111 H 1.74448 5.07415 3.77196  N25 1.010
112 H -3.65680 1.85537 4.13621  N20 1.010
113 H 0.54434 -0.11911 1.86719  N26 1.010
114 H -3.23731 -2.95357 -1.27419  C30 1.090
115 H -4.41149 0.86147 6.65287  C53 1.090
116 H -5.45402 2.14772 1.65818  N17 1.010
117 H -2.65621 -7.72278 -1.75041  C28 1.090
118 H -2.86845 -7.42749 -3.47137  C28 1.090
119 H -2.35890 -0.78936 -0.03981  C41 1.090
120 H -3.54938 -1.28776 4.89998  N24 1.010
121 H 2.36645 1.37916 0.28366  C63 1.090
122 H -1.92347 -6.81198 0.56722  C37 1.090
123 H -6.49019 -0.39082 -0.93045  N21 1.010
124 H -5.43619 -2.64282 -4.20033  C66 1.090
125 H 7.78263 4.56526 0.05101  C43 1.090
126 H 5.25378 4.96373 4.66648  C47 1.090
127 H -1.70328 -5.48529 -2.51777  C62 1.090
128 H 9.11361 5.32627 0.99645  C43 1.090
129 H -3.41735 -1.80478 7.16625  C29 1.090
130 H 8.73363 6.01159 -1.65871  C57 1.090
131 H 1.05268 0.23171 -5.71468  N23 1.010
132 H 0.55029 -0.06014 -0.47633  C55 1.090
133 H 5.23260 6.30383 -2.62134  C59 1.090
134 H -3.79127 -4.05219 4.78640  C38 1.090
135 H -2.66736 3.51113 -4.38134  C61 1.090
136 H 7.12845 5.97081 -4.26812  C45 1.090
137 H 7.21394 2.41198 2.42210  C50 1.090
138 H 2.31288 1.24080 -2.40529  C39 1.090
139 H 4.69251 0.58767 -3.61263  C44 1.090
140 H -5.73018 0.39621 -3.29616  C40 1.090
141 H -7.99884 -4.07233 -2.12136  N13 1.010
142 H 0.56986 -3.56759 -2.58460  C46 1.090
143 H -4.08458 -4.49561 -1.77587  C30 1.090
144 H -4.30181 -0.08639 4.29373  N24 1.010
145 H -2.15819 2.89642 -2.92762  C61 1.090
146 H 0.56948 4.51467 2.60364  N25 1.010
147 H -1.09801 -3.34394 1.54474  C42 1.090
148 H 5.13752 4.62682 -0.00589  C65 1.090
149 H 2.71326 2.54216 1.62119  C63 1.090
150 H 3.06793 -4.70033 1.75022  N22 1.010
151 H -4.75830 0.95980 0.49072  N17 1.010
152 H -2.29961 -6.45684 2.29461  C37 1.090
153 H 1.85568 -5.57093 -3.24813  N19 1.010
154 H -6.75875 -2.41328 -3.23234  C66 1.090
155 H 1.91319 -3.50597 0.78614  N14 1.010
156 H -1.25518 1.98998 3.35003  C34 1.090
157 H 5.30870 -1.77681 -5.88630  C52 1.090
158 H 2.90737 6.38831 3.60176  N18 1.010
159 H -6.79742 -4.77226 -1.36224  N13 1.010
160 H -1.86257 0.96039 6.97635  C32 1.090
161 H 5.88336 3.12182 1.76874  C50 1.090
162 H -1.03130 -0.25963 1.91537  N26 1.010
163 H -5.28773 2.15109 3.59370  N20 1.010
164 H 2.46024 0.07044 -6.11057  N23 1.010
165 H 8.84815 4.50720 3.50697  N15 1.010
166 H 1.30704 -3.88212 -0.98936  C46 1.090
167 H -1.31291 1.87874 1.08174  C58 1.090
168 H 2.09355 -0.58812 -2.53060  C39 1.090
169 H -1.90275 0.25871 -1.45628  C41 1.090
170 H 8.30898 4.52015 -2.36220  C57 1.090
171 H 4.27060 4.10820 3.42627  C47 1.090
172 H 7.48187 8.07491 -2.33710  N27 1.010
173 H -4.96837 -1.18047 7.73202  C29 1.090
174 H 6.64909 5.39002 1.85659  C56 1.090
175 H -7.18291 2.20153 -1.37022  C31 1.090
176 H 6.54844 6.36763 -1.29453  C59 1.090
177 H -1.34515 -1.36844 -1.29083  C41 1.090



Q | Molecular formula: C39H111N15O12
Method: DFT, wB97M-V/def2-TZVPD

Summary:
* orbital gap: 9.3 eV
* M: 982.410 g mol⁻¹
* SMILES: COC[C@H](C)N.COC[C@H](C)N.COC[C@H](C)N.COC[C@H](C)N.COC[C@H](C)N.COC[C@H](C)N.COC[C@H](C)N.COC[C@H](C)N.COC[C@H](C)N.NC(N)=O.NC(N)=O.NC(N)=O

Bonds (Å) are listed after each position.
Atoms and positions in Å:
1 O -10.21918 5.97677 23.39535  C60 1.411, C63 1.472
2 O -12.75242 14.03122 17.43614  C37 1.385, C62 1.429
3 O -15.63649 11.91749 20.90334  C29 1.233
4 O -9.93684 14.03530 25.22654  C41 1.501, C52 1.468
5 O -9.02081 4.70502 19.94280  C38 1.391, C46 1.425
6 O -15.61814 6.82254 20.91531  C34 1.380, C54 1.369
7 O -6.88183 9.17787 24.72201  C32 1.380, C45 1.425
8 O -12.68812 9.71241 22.05006  C57 1.217
9 O -5.98979 11.90303 21.10007  C47 1.407, C65 1.447
10 O -9.24071 9.87242 16.55480  C53 1.368, C61 1.418
11 O -14.56668 9.28767 26.54738  C55 1.437, C66 1.384
12 O -10.69390 13.70055 20.43666  C31 1.210
13 N -12.84066 11.88681 21.58654  C57 1.316, H125 1.005, H155 1.012
14 N -8.33317 12.39750 26.98042  C35 1.450, H75 1.011, H92 1.010
15 N -15.47249 8.84578 23.10453  C49 1.453, H134 1.010, H136 1.033
16 N -17.33464 13.10738 21.46183  C29 1.314, H129 0.997, H160 0.996
17 N -10.87211 10.63939 21.43984  C57 1.332, H80 1.001, H113 1.000
18 N -4.34713 15.09236 21.10602  C59 1.358, H93 1.005, H162 1.010
19 N -16.51707 11.35458 22.76712  C29 1.278, H132 0.997, H145 1.016
20 N -16.22034 13.39764 18.25018  C30 1.448, H83 1.001, H146 1.015
21 N -9.14816 15.23850 20.76820  C31 1.342, H85 0.996, H111 1.002
22 N -10.20611 14.93341 18.74388  C31 1.293, H122 0.990, H124 1.016
23 N -15.17616 9.08350 19.35844  C42 1.446, H78 1.026, H116 1.014
24 N -4.54721 6.88876 23.51901  C58 1.373, H130 1.017, H153 1.022
25 N -11.35815 2.89510 24.87923  C43 1.444, H156 1.025, H159 1.029
26 N -7.94565 9.77951 14.00096  C44 1.442, H103 1.015, H164 1.016
27 N -9.46587 7.37190 20.77593  C33 1.454, H101 1.040, H112 1.021
28 C -15.40541 14.48420 16.36229  C30 1.492, H70 1.095, H108 1.088, H154 1.095
29 C -16.52642 12.10855 21.73584  O3 1.233, N16 1.314, N19 1.278
30 C -15.07061 13.43729 17.37070  N20 1.448, C28 1.492, C37 1.525, H172 1.102
31 C -10.05635 14.62819 19.99159  O12 1.210, N21 1.342, N22 1.293
32 C -8.24656 9.24603 24.52838  O7 1.380, H96 1.097, H118 1.089, H144 1.095
33 C -8.40569 6.90515 19.89672  N27 1.454, C39 1.530, C46 1.487, H95 1.092
34 C -16.40362 7.16335 19.83254  O6 1.380, C42 1.567, H87 1.089, H163 1.100
35 C -9.77530 12.25735 27.04197  N14 1.450, C51 1.525, C52 1.567, H137 1.108
36 C -7.20888 7.61057 14.55109  C44 1.494, H128 1.094, H147 1.092, H166 1.094
37 C -13.88761 13.89496 18.21731  O2 1.385, C30 1.525, H91 1.099, H126 1.107
38 C -8.62180 3.38814 19.73630  O5 1.391, H100 1.094, H165 1.074, H167 1.096
39 C -7.22344 7.86321 20.06023  C33 1.530, H102 1.089, H120 1.085, H152 1.093
40 C -4.34860 9.40413 23.40513  C58 1.598, H94 1.092, H133 1.087, H148 1.082
41 C -10.68226 13.23366 24.19969  O4 1.501, H76 1.085, H110 1.093, H139 1.099
42 C -16.53898 8.71651 19.67400  N23 1.446, C34 1.567, C56 1.547, H174 1.083
43 C -11.17629 4.32795 24.89840  N25 1.444, C50 1.546, C60 1.521, H141 1.103
44 C -8.24361 8.64806 14.84358  N26 1.442, C36 1.494, C61 1.537, H143 1.097
45 C -6.40825 7.99785 24.07808  O7 1.425, C58 1.506, H77 1.099, H135 1.088
46 C -7.90889 5.54577 20.23800  O5 1.425, C33 1.487, H158 1.088, H173 1.094
47 C -5.07703 12.92318 21.42519  O9 1.407, C59 1.547, H104 1.086, H107 1.105
48 C -14.78506 7.08013 24.83026  C49 1.565, H98 1.093, H109 1.098, H150 1.086
49 C -15.42054 8.47339 24.50822  N15 1.453, C48 1.565, C66 1.508, H123 1.095
50 C -10.06653 4.73135 25.89691  C43 1.546, H86 1.097, H151 1.094, H177 1.095
51 C -10.31279 11.98049 28.44193  C35 1.525, H67 1.089, H79 1.113, H88 1.091
52 C -10.35134 13.63923 26.57822  O4 1.468, C35 1.567, H131 1.099, H138 1.093
53 C -9.44704 10.09258 17.88865  O10 1.368, H105 1.086, H121 1.080, H171 1.108
54 C -14.70755 5.81428 20.74385  O6 1.369, H82 1.105, H115 1.082, H119 1.093
55 C -13.84091 10.34823 27.18976  O11 1.437, H72 1.086, H84 1.100, H140 1.094
56 C -17.39174 8.97829 18.41051  C42 1.547, H73 1.080, H161 1.094, H170 1.091
57 C -12.17599 10.75495 21.68647  O8 1.217, N13 1.316, N17 1.332
58 C -4.90415 8.07847 24.10366  N24 1.373, C40 1.598, C45 1.506, H97 1.098
59 C -5.41954 14.30740 20.82594  N18 1.358, C47 1.547, C64 1.570, H169 1.086
60 C -10.74002 4.66862 23.48222  O1 1.411, C43 1.521, H106 1.085, H117 1.094
61 C -8.10344 9.05920 16.31789  O10 1.418, C44 1.537, H90 1.096, H168 1.092
62 C -12.13136 12.81796 17.00695  O2 1.429, H99 1.087, H142 1.096, H176 1.101
63 C -11.18294 7.06447 23.62922  O1 1.472, H71 1.068, H81 1.107, H89 1.097
64 C -5.77751 14.12118 19.30895  C59 1.570, H69 1.090, H127 1.088, H175 1.087
65 C -7.24286 11.90345 21.82303  O9 1.447, H74 1.086, H149 1.087, H157 1.094
66 C -14.67597 9.58661 25.20030  O11 1.384, C49 1.508, H68 1.096, H114 1.092
67 H -10.17189 10.93976 28.73174  C51 1.089
68 H -13.68827 9.56307 24.72573  C66 1.096
69 H -5.01131 13.59038 18.74446  C64 1.090
70 H -16.34398 14.19903 15.87484  C28 1.095
71 H -11.36929 7.03042 24.68003  C63 1.068
72 H -13.71906 10.01545 28.21672  C55 1.086
73 H -17.44544 10.03744 18.20426  C56 1.080
74 H -7.03782 11.95013 22.88881  C65 1.086
75 H -7.98641 12.86428 26.15368  N14 1.011
76 H -10.28797 12.22620 24.28790  C41 1.085
77 H -6.70257 7.94797 23.02034  C45 1.099
78 H -14.63952 8.89668 20.21260  N23 1.026
79 H -11.42190 12.01652 28.36041  C51 1.113
80 H -10.65116 9.68514 21.23476  N17 1.001
81 H -12.08518 6.92674 23.00355  C63 1.107
82 H -14.16050 5.79760 21.70377  C54 1.105
83 H -17.12724 13.29940 17.83823  N20 1.001
84 H -12.85049 10.57007 26.76662  C55 1.100
85 H -9.30025 15.05773 21.73571  N21 0.996
86 H -9.89746 5.80828 25.77807  C50 1.097
87 H -15.98550 6.84549 18.87907  C34 1.089
88 H -10.10598 12.69269 29.24273  C51 1.091
89 H -10.65027 7.90991 23.17696  C63 1.097
90 H -8.16819 8.17951 16.96920  C61 1.096
91 H -14.10470 14.86404 18.68820  C37 1.099
92 H -7.72919 11.59459 27.08215  N14 1.010
93 H -3.52227 14.91526 20.56053  N18 1.005
94 H -3.25910 9.47844 23.38598  C40 1.092
95 H -8.73198 6.91553 18.85431  C33 1.092
96 H -8.71244 8.28197 24.76772  C32 1.097
97 H -4.65658 8.04348 25.17272  C58 1.098
98 H -15.31522 6.28361 24.30246  C48 1.093
99 H -11.12147 12.85634 17.40819  C62 1.087
100 H -8.24165 2.88885 20.63235  C38 1.094
101 H -9.20449 7.13623 21.75483  N27 1.040
102 H -6.89275 7.85540 21.09807  C39 1.089
103 H -8.57958 10.54232 14.21610  N26 1.015
104 H -4.19256 12.68812 20.84071  C47 1.086
105 H -9.44211 9.19033 18.49356  C53 1.086
106 H -11.52201 4.53513 22.74248  C60 1.085
107 H -4.93583 13.05979 22.51276  C47 1.105
108 H -14.72880 14.76653 15.55853  C28 1.088
109 H -13.70546 6.99396 24.64735  C48 1.098
110 H -10.56649 13.68172 23.20995  C41 1.093
111 H -8.77986 16.14887 20.57071  N21 1.002
112 H -10.29774 6.81101 20.58554  N27 1.021
113 H -10.51864 11.22573 20.71034  N17 1.000
114 H -15.07880 10.58295 25.00712  C66 1.092
115 H -15.29085 4.90745 20.65885  C54 1.082
116 H -15.05984 10.08988 19.31003  N23 1.014
117 H -9.87733 4.01094 23.33712  C60 1.094
118 H -8.55552 9.32036 23.48709  C32 1.089
119 H -14.12035 6.14200 19.88197  C54 1.093
120 H -7.54919 8.84134 19.72310  C39 1.085
121 H -10.30546 10.73008 18.04127  C53 1.080
122 H -9.93136 15.79860 18.34982  N22 0.990
123 H -16.44539 8.47115 24.89479  C49 1.095
124 H -11.16239 14.72458 18.47293  N22 1.016
125 H -12.56647 12.70608 21.07349  N13 1.005
126 H -13.64013 13.11809 18.96569  C37 1.107
127 H -6.06784 15.06758 18.85663  C64 1.088
128 H -7.21425 7.39974 13.47787  C36 1.094
129 H -16.91580 13.69945 20.77704  N16 0.997
130 H -3.54527 6.81308 23.67317  N24 1.017
131 H -9.90184 14.40355 27.22826  C52 1.099
132 H -17.24355 11.36490 23.44923  N19 0.997
133 H -4.64613 9.40352 22.36009  C40 1.087
134 H -15.66518 8.02097 22.55428  N15 1.010
135 H -6.72010 7.13389 24.66182  C45 1.088
136 H -14.50197 8.99872 22.78551  N15 1.033
137 H -10.21874 11.47021 26.40076  C35 1.108
138 H -11.43144 13.78425 26.66355  C52 1.093
139 H -11.75706 13.15013 24.41518  C41 1.099
140 H -14.42004 11.27011 27.08570  C55 1.094
141 H -12.07812 4.90512 25.16237  C43 1.103
142 H -12.13462 12.81058 15.91099  C62 1.096
143 H -9.25604 8.24133 14.73020  C44 1.097
144 H -8.64412 10.05390 25.15106  C32 1.095
145 H -16.06828 10.44641 22.68627  N19 1.016
146 H -16.01481 12.81365 19.05465  N20 1.015
147 H -6.28916 8.07298 14.91621  C36 1.092
148 H -4.69536 10.24044 23.99831  C40 1.082
149 H -7.70673 10.98517 21.47153  C65 1.087
150 H -14.95389 6.98708 25.89874  C48 1.086
151 H -10.25240 4.46727 26.94257  C50 1.094
152 H -6.38147 7.56252 19.43080  C39 1.093
153 H -4.63140 6.90067 22.50014  N24 1.022
154 H -15.55474 15.38559 16.96533  C28 1.095
155 H -13.81885 11.68315 21.42737  N13 1.012
156 H -12.14397 2.64828 24.26918  N25 1.025
157 H -7.88402 12.74489 21.54265  C65 1.094
158 H -7.09071 5.25318 19.58327  C46 1.088
159 H -11.64879 2.64316 25.83364  N25 1.029
160 H -18.10727 13.44851 21.99066  N16 0.996
161 H -17.03225 8.30002 17.63058  C56 1.094
162 H -4.58768 16.05815 20.93362  N18 1.010
163 H -17.36783 6.64110 19.92233  C34 1.100
164 H -8.06367 9.54591 13.01937  N26 1.016
165 H -9.47294 2.90440 19.29387  C38 1.074
166 H -7.33313 6.71918 15.17375  C36 1.094
167 H -7.72825 3.37617 19.10171  C38 1.096
168 H -7.20435 9.67035 16.42220  C61 1.092
169 H -6.33494 14.67034 21.28406  C59 1.086
170 H -18.41956 8.68539 18.63017  C56 1.091
171 H -8.64286 10.70937 18.33722  C53 1.108
172 H -14.80492 12.49033 16.87420  C30 1.102
173 H -7.69537 5.47470 21.30861  C46 1.094
174 H -16.96623 9.21649 20.53395  C42 1.083
175 H -6.57590 13.38399 19.32751  C64 1.087
176 H -12.65009 11.89555 17.31055  C62 1.101
177 H -9.11409 4.23796 25.67692  C50 1.095



Top of the stability list: Q, leading by 381.9 kJ/mol.